55
Properties=species:S:1:pos:R:3 method="wB97M-V/def2-TZVPD" fmax_ha_per_bohr=0.0768 total_energy_ha=-1241.3013 e_above_lowest_kj_mol=467.6 charge=0 e_lumo_ev=0.34 smiles=c1ccncc1.c1ccncc1.c1ccncc1.c1ccncc1.c1ccncc1
N -2.783 -7.058 -1.268
N 2.369 10.673 1.233
N -7.002 -1.602 3.912
N 4.899 -2.007 -2.841
N 0.261 1.961 3.094
C 0.898 -0.129 1.210
C 2.082 8.518 -0.496
C -1.759 -5.095 -2.065
C -7.350 -2.660 3.045
C -0.617 0.986 2.774
C -6.683 -3.889 3.100
C 6.035 -0.087 -4.474
C -5.350 -3.031 4.953
C -2.123 -5.909 -1.022
C 1.503 1.822 2.475
C 6.812 -0.585 -3.431
C 4.761 -0.654 -4.796
C 1.597 9.773 -0.802
C -5.983 -1.834 4.806
C -0.383 -0.060 1.822
C 1.890 0.715 1.646
C 2.779 9.398 1.557
C -2.858 -7.546 -2.533
C 2.654 8.312 0.725
C -2.336 -6.877 -3.603
C -5.674 -4.055 4.063
C -1.765 -5.537 -3.352
C 6.121 -1.500 -2.581
C 1.730 10.860 0.092
C 4.255 -1.581 -3.907
H -1.536 1.026 3.341
H -3.399 -8.436 -2.818
H 3.084 9.278 2.586
H 2.291 2.397 2.939
H 7.824 -0.348 -3.138
H -8.052 -2.457 2.250
H 3.130 7.426 1.118
H -1.442 -4.917 -4.175
H 4.122 -0.329 -5.603
H 1.442 11.885 -0.090
H 3.231 -1.890 -4.056
H -5.581 -0.956 5.290
H 2.112 7.732 -1.237
H 2.839 0.598 1.145
H -5.119 -4.981 4.086
H -1.275 -4.137 -1.945
H -6.943 -4.752 2.504
H 1.075 10.068 -1.700
H 6.469 0.703 -5.069
H -1.198 -0.690 1.497
H 1.168 -0.808 0.415
H -2.249 -7.272 -4.605
H -4.511 -3.121 5.627
H 6.604 -1.837 -1.676
H -2.065 -5.503 -0.023

***

8
Properties=species:S:1:pos:R:3 method="wB97M-V/def2-TZVPD" fmax_ha_per_bohr=0.0782 total_energy_ha=-465.6228 e_above_lowest_kj_mol=45.7 charge=0 e_lumo_ev=0.47 smiles="O=[N+]([O-])O.N#[N+][O-]"
O 0.338 -0.270 -0.527
O -0.442 -2.209 -0.153
O -1.191 2.957 -1.145
O 1.339 -1.698 0.773
N -1.190 2.117 -0.368
N 0.320 -1.361 0.007
N -1.066 1.406 0.484
H 1.892 -0.942 0.929